No. 1
A molecular structure, C48H45BrFN12O8SiW at a distorted geometry, computed with wB97M-V/def2-TZVPD.

As for the energy: -6145.42442 a.u. For the energy relative to the best compared isomer or geometry (same formula, charge and spin), the calculation gives 24.0 kcal per mole. Its net charge is +1. As for the gap between HOMO and LUMO: 0.232 Ha.

Each line ends with the Löwdin charge.
Geometry (Å):
1 W -0.075 -0.655 -0.246  1.8922
2 F -1.749 0.804 5.766  0.0858
3 C -2.555 0.155 4.906  -0.1752
4 C -2.190 0.076 3.599  0.1065
5 C -2.991 -0.657 2.719  -0.0501
6 C -2.582 -0.857 1.365  -0.2494
7 O -1.593 -0.184 0.898  -0.1589
8 C -3.311 -1.714 0.538  -0.0194
9 C -4.453 -2.286 1.038  0.0881
10 N -4.883 -2.082 2.291  0.0350
11 C -6.093 -2.743 2.741  -0.2538
12 C -7.280 -2.764 1.830  -0.0712
13 C -7.296 -1.904 3.059  -0.0899
14 C -4.144 -1.306 3.179  -0.0890
15 C -4.514 -1.179 4.525  0.0698
16 C -3.722 -0.459 5.401  -0.1289
17 N -4.103 -0.381 6.763  -0.1051
18 C -3.609 0.688 7.620  -0.1264
19 C -4.466 0.700 8.901  -0.0663
20 N -5.740 -0.035 8.609  0.0472
21 C -5.466 -1.503 8.429  -0.0681
22 C -4.240 -1.625 7.507  -0.1128
23 C -2.815 -2.059 -0.825  -0.5161
24 O -3.532 -2.640 -1.605  0.1170
25 O -1.567 -1.739 -1.077  -0.2382
26 H -1.256 0.506 3.260  0.1322
27 H -5.045 -2.944 0.417  0.1596
28 H -5.898 -3.622 3.344  0.1602
29 H -7.870 -3.668 1.817  0.1152
30 H -7.199 -2.259 0.878  0.1148
31 H -7.914 -2.203 3.895  0.1051
32 H -7.199 -0.837 2.909  0.1158
33 H -5.418 -1.647 4.885  0.1141
34 H -3.696 1.638 7.095  0.1362
35 H -2.564 0.561 7.915  0.1337
36 H -4.714 1.707 9.227  0.1388
37 H -3.995 0.169 9.726  0.1379
38 H -6.095 0.315 7.716  0.1823
39 H -6.447 0.125 9.325  0.1865
40 H -6.368 -1.945 8.009  0.1351
41 H -5.290 -1.920 9.419  0.1372
42 H -4.371 -2.462 6.828  0.1326
43 H -3.339 -1.827 8.100  0.1413
44 N 1.952 -3.552 0.231  0.1738
45 C 1.900 -2.997 -1.020  -0.4243
46 N 2.641 -3.395 -2.024  0.0741
47 N 2.252 -2.622 -3.061  -0.0139
48 N 1.334 -1.821 -2.716  -0.0710
49 N 1.064 -1.998 -1.387  -0.1238
50 C 0.918 -3.400 1.109  -0.4374
51 N 0.723 -4.120 2.196  0.0667
52 N -0.416 -3.635 2.716  -0.0468
53 N -0.881 -2.683 2.003  -0.0257
54 N -0.047 -2.493 0.942  -0.0640
55 H 2.579 -4.328 0.367  0.1577
56 O -2.384 2.202 -0.001  -0.0072
57 C -1.385 3.048 0.534  -0.3220
58 C -0.083 2.260 0.732  -0.4440
59 O 0.756 2.600 1.510  0.1838
60 O 0.167 1.199 -0.081  -0.2352
61 C -1.842 3.588 1.896  -0.1364
62 C -1.134 4.603 2.534  -0.0084
63 C -1.551 5.081 3.763  -0.0586
64 C -2.689 4.560 4.367  -0.0918
65 C -3.401 3.557 3.732  -0.0938
66 C -2.977 3.068 2.501  -0.0328
67 C -1.082 4.198 -0.431  -0.1674
68 C -2.107 5.110 -0.680  -0.0249
69 C -1.940 6.114 -1.618  -0.0603
70 C -0.740 6.224 -2.310  -0.0685
71 C 0.286 5.331 -2.054  -0.0474
72 C 0.120 4.320 -1.116  -0.0165
73 H -2.842 2.690 -0.693  0.0965
74 H -0.253 5.018 2.064  0.1283
75 H -0.994 5.872 4.248  0.1085
76 H -3.025 4.954 5.318  0.0983
77 H -4.304 3.158 4.181  0.0957
78 H -3.538 2.295 1.996  0.1099
79 H -3.036 5.039 -0.125  0.1281
80 H -2.742 6.815 -1.806  0.1080
81 H -0.608 7.007 -3.044  0.1080
82 H 1.222 5.404 -2.592  0.1133
83 H 0.934 3.625 -0.955  0.1152
84 C -1.701 1.685 -2.839  -0.1608
85 Si -0.520 0.223 -2.772  0.6497
86 C -1.258 -1.064 -3.913  -0.1761
87 C 1.109 0.971 -3.361  -0.2938
88 C 2.201 1.335 -2.579  -0.1178
89 C 3.345 1.878 -3.147  -0.0812
90 C 3.422 2.072 -4.519  -0.0863
91 C 2.342 1.725 -5.315  -0.0797
92 C 1.201 1.184 -4.740  -0.0974
93 H -1.622 1.934 -3.905  0.0494
94 H -1.368 2.547 -2.273  0.0063
95 H -2.745 1.457 -2.626  0.0410
96 H -1.510 -0.547 -4.846  0.0386
97 H -2.174 -1.502 -3.522  0.0206
98 H -0.556 -1.862 -4.130  0.0270
99 H 2.192 1.193 -1.503  0.0787
100 H 4.182 2.140 -2.513  0.1030
101 H 4.317 2.484 -4.965  0.1027
102 H 2.388 1.868 -6.387  0.1044
103 H 0.379 0.915 -5.395  0.0972
104 Br 7.238 -0.684 4.560  0.7577
105 C 5.549 -0.606 3.715  -0.6822
106 C 4.403 -0.581 4.496  -0.1116
107 C 3.171 -0.518 3.872  0.0011
108 C 3.091 -0.489 2.483  -0.1233
109 C 4.249 -0.527 1.713  0.0040
110 C 5.486 -0.579 2.330  -0.1063
111 C 1.755 -0.427 1.855  -0.5108
112 O 0.715 -0.220 2.456  0.0489
113 O 1.748 -0.652 0.543  -0.2027
114 H 4.479 -0.615 5.573  0.1020
115 H 2.257 -0.499 4.450  0.1216
116 H 4.177 -0.519 0.634  0.1241
117 H 6.395 -0.605 1.745  0.1060

No. 2
CH3FN2 in the gas phase at a distorted geometry, computed with wB97M-V/def2-TZVPD.

As for the energy: -249.04453 a.u. The spin multiplicity is 3. For the energy relative to the best compared isomer or geometry (same formula, charge and spin), the calculation gives 4.5 kcal per mole. As for the gap between HOMO and LUMO (spin up / spin down): 0.232 / 0.346 Ha.

Each line ends with the Löwdin charge.
Geometry (Å):
1 C -0.113 0.198 0.171  -0.3698
2 N -1.038 0.327 -0.809  0.0924
3 N 0.915 -0.611 -0.031  0.0986
4 F -2.030 1.327 -0.370  -0.1249
5 H -0.231 0.918 1.035  0.1170
6 H 1.488 -0.728 0.695  0.0413
7 H 1.008 -1.431 -0.690  0.1454

No. 3
A molecular structure, C4H12F12O18S4Zn2 at a distorted geometry, computed with wB97M-V/def2-TZVPD.

As for the energy: -7863.80151 a.u. For the energy relative to the best compared isomer or geometry (same formula, charge and spin), the calculation gives 76.8 kcal per mole. As for the gap between HOMO and LUMO: 0.248 Ha.

Each line ends with the Löwdin charge.
Geometry (Å):
1 Zn 0.982 1.485 1.335  0.7563
2 Zn -3.250 0.076 -1.019  0.9914
3 C 0.462 -2.523 -1.126  -0.6044
4 F 0.255 -2.049 -2.287  0.2019
5 F -0.196 -3.721 -1.070  0.1100
6 F 1.805 -2.691 -0.928  0.1337
7 S -0.270 -1.361 0.235  0.7025
8 O 0.645 -0.200 0.331  -0.3203
9 O -1.600 -1.014 -0.325  -0.3609
10 O -0.479 -2.165 1.445  -0.2949
11 C -3.284 2.398 3.142  -0.7161
12 F -2.992 3.548 2.631  0.1871
13 F -3.044 2.270 4.383  0.2402
14 F -4.574 2.199 2.903  0.1469
15 S -2.407 1.035 2.060  0.6242
16 O -0.950 1.311 1.973  -0.3277
17 O -2.745 -0.183 2.758  -0.2606
18 O -2.968 1.028 0.709  -0.3606
19 C 4.346 3.543 0.032  -0.6221
20 F 3.215 4.200 -0.023  0.1531
21 F 5.234 3.896 -0.880  0.1478
22 F 4.866 3.673 1.292  0.0949
23 S 4.006 1.601 -0.275  0.6067
24 O 5.161 0.872 0.301  -0.3259
25 O 2.771 1.467 0.515  -0.3824
26 O 3.815 1.370 -1.738  -0.3227
27 C -1.493 4.133 -1.409  -0.6206
28 F -2.151 4.231 -2.601  0.1209
29 F -0.502 4.968 -1.403  0.1844
30 F -2.290 4.246 -0.333  0.1403
31 S -0.619 2.422 -1.413  0.6275
32 O 0.206 2.421 -2.670  -0.2806
33 O 0.192 2.299 -0.231  -0.3199
34 O -1.640 1.367 -1.547  -0.3635
35 O -2.107 -3.449 -3.416  -0.0115
36 H -1.696 -3.327 -4.273  0.0730
37 H -2.430 -4.350 -3.431  0.0779
38 O -3.190 -1.131 -2.580  0.0023
39 H -2.711 -1.944 -2.743  0.0272
40 H -3.510 -0.864 -3.441  0.1022
41 O -1.057 -4.957 1.438  -0.0556
42 H -0.682 -4.082 1.342  -0.0309
43 H -0.367 -5.549 1.140  0.0306
44 O 0.714 -2.311 3.781  -0.0429
45 H 0.020 -2.508 4.410  0.0586
46 H 0.250 -2.089 2.974  -0.0297
47 O 1.636 0.163 2.906  -0.0078
48 H 1.271 -0.487 3.507  0.0360
49 H 2.575 0.159 3.090  0.0882
50 O 3.945 -3.311 -3.134  -0.0479
51 H 3.695 -2.435 -2.840  0.0242
52 H 3.141 -3.681 -3.498  0.0195

No. 4
C4H7F in the gas phase at a distorted geometry, computed with wB97M-V/def2-TZVPD.

As for the energy: -256.41088 a.u. Its SMILES is C/C=C/CF. For the energy relative to the best compared isomer or geometry (same formula, charge and spin), the calculation gives 20.7 kcal per mole. As for the gap between HOMO and LUMO: 0.385 Ha.

Each line ends with the Löwdin charge.
Geometry (Å):
1 C -1.371 0.346 -1.382  -0.1287
2 C -0.724 -0.093 -0.126  -0.2012
3 C 0.598 -0.189 0.039  -0.1204
4 C 1.299 -0.403 1.328  -0.2575
5 F 2.634 -0.105 1.212  -0.0580
6 H -0.686 0.408 -2.350  0.1194
7 H -2.170 -0.439 -1.569  0.0890
8 H -1.712 1.339 -1.306  0.0427
9 H -1.313 -0.224 0.847  0.1364
10 H 1.388 0.323 -0.584  0.1345
11 H 1.165 -1.344 1.916  0.1304
12 H 0.893 0.380 1.975  0.1135